[1]
The following is a DFT calculation (wB97M-V/def2-TZVPD) of a structure of composition C39H47Cl2N7OPSiTa.

Calculated values
frontier orbital gap = 7.35 eV
relative energy (zero: lowest compared OMol25 entry of this formula, charge and spin) = 32.29 kcal/mol
strongest force on any atom = 2.8 eV/Å
total charge = +2
E_HOMO = -13.590 eV

The geometry in XYZ format:
```
99
Properties=species:S:1:pos:R:3:forces:R:3
Ta 10.8984 9.8109 11.9553 1.0711 -0.4872 0.6380
C 14.7215 8.0549 10.6534 -1.0781 1.2967 0.0177
C 14.7639 8.2471 9.2778 1.7391 -0.2684 -1.5432
C 13.9470 9.1793 8.6798 0.6015 -0.4451 -0.3533
C 13.0506 9.8703 9.4758 0.0169 -0.3906 -0.3074
N 12.9544 9.6944 10.8048 -0.3177 0.1542 -0.3499
C 13.8178 8.8593 11.3748 1.5209 -1.5417 -0.7199
N 12.3273 10.8022 8.8070 -0.9206 0.5580 0.1016
C 11.3303 11.4069 9.3010 -0.1927 0.8640 0.3464
N 10.6521 11.2279 10.5626 1.0771 -0.2421 -0.7757
C 9.7710 12.2807 10.7606 0.5333 1.3479 -2.2727
N 9.0886 12.6362 11.7489 -0.8015 0.2137 1.6577
C 9.1029 12.1675 13.0632 -0.2243 -0.2644 -1.1834
C 8.0681 12.5907 13.8961 0.6766 0.2204 -2.0744
C 8.1070 12.3290 15.2051 -0.3026 0.7543 1.5439
C 9.2014 11.6640 15.7225 0.9379 -1.2284 -0.1415
C 10.1378 11.1300 14.8335 -1.2113 1.4995 0.8162
N 10.0682 11.3582 13.5129 -0.2281 -0.2763 -0.5735
C 9.8514 13.1387 9.5086 -0.2117 -0.5637 1.3516
C 9.2677 14.3448 9.2507 -1.0736 0.5435 0.4828
C 9.5782 14.9679 8.0668 -0.0843 0.6262 -0.8585
C 10.4772 14.3471 7.1963 0.0717 1.3796 -0.2487
C 11.1279 13.1653 7.4859 0.9544 0.7484 -2.1016
C 10.7864 12.6089 8.6556 -0.4109 -2.0265 1.8243
H 15.3798 7.3508 11.1069 0.2874 -0.1787 0.5622
H 15.5784 7.8059 8.6042 -1.3922 0.1647 1.3161
H 14.0274 9.3916 7.5991 -0.2420 -0.0085 0.8679
H 13.8371 8.7870 12.4435 -0.3378 -0.0360 0.5184
H 7.3265 13.1555 13.3955 -0.7769 0.5769 -0.0794
H 7.3610 12.8040 15.8329 -0.0412 -0.4455 0.2069
H 9.2784 11.4672 16.7842 0.1864 0.0809 -0.0582
H 11.0123 10.6444 15.1911 0.2883 -0.7487 0.1859
H 8.5583 14.7920 9.9291 -0.0377 -0.0222 0.2405
H 9.1354 15.9560 7.7816 0.4531 -1.1072 0.3802
H 10.7426 14.9396 6.3406 0.1089 -0.2201 -0.5434
H 11.9038 12.7663 6.8076 -0.6071 0.1241 0.5712
C 11.1585 7.6398 15.2564 -0.9920 2.0880 1.3855
C 9.8311 8.1495 14.7136 1.4933 0.2297 0.1307
C 8.6986 8.0972 15.4860 -1.0556 0.1929 -0.4771
C 7.4969 8.5800 14.9155 0.6355 -0.3286 0.5800
C 7.4254 9.0262 13.6062 -1.2570 -0.6052 0.8939
C 8.5987 9.0293 12.8998 2.3136 0.4805 -0.8740
N 9.8292 8.7352 13.4948 -2.3854 -0.8764 1.1656
N 8.8864 9.4871 11.6366 -0.9265 -0.0945 -0.4201
Si 7.7011 9.4885 10.2167 0.0852 1.2469 0.6034
C 6.5847 8.0265 10.2730 -0.5199 0.2481 0.7226
C 8.7751 9.4827 8.6952 -0.3530 0.1958 -1.3054
C 6.6492 11.0763 10.2517 0.3557 -0.4601 0.9221
H 11.3626 6.6517 14.9653 -0.1947 -1.4949 0.2233
H 11.1353 7.8086 16.3676 0.2805 -0.5999 -1.0312
H 11.9932 8.1894 14.8489 0.2893 0.5888 -0.1200
H 8.7181 7.7120 16.5064 0.0317 0.0241 -0.4282
H 6.6252 8.5887 15.5532 -0.2277 0.0008 -0.1251
H 6.4465 9.2911 13.1921 0.6363 0.1002 -0.0578
H 7.1599 7.1290 10.3094 0.4434 -0.8965 -0.4750
H 5.9018 8.0499 9.4050 0.3223 -0.1587 0.4002
H 6.0041 7.9673 11.2066 -0.1399 0.2952 -0.3782
H 9.7618 9.0526 8.8601 0.1429 0.0492 0.0001
H 8.8659 10.4973 8.2454 0.1898 -0.4724 0.5108
H 8.3362 8.9044 7.8441 0.1089 0.1612 0.8162
H 6.2344 11.3596 11.2547 0.2094 -0.4987 -0.7901
H 5.8257 10.8879 9.5534 0.0929 0.4185 0.0498
H 7.2812 11.9190 9.9671 -0.3353 0.0208 -0.3649
Cl 8.6021 4.7009 5.8112 -0.4815 0.0249 0.2853
C 10.2607 4.1635 6.0822 -0.2748 0.2833 -1.6236
Cl 11.3443 5.5533 5.8640 0.3122 -0.0536 0.2307
H 10.4370 3.4764 5.2320 0.2927 0.1220 1.0508
H 10.3546 3.7840 7.0818 0.1570 -0.3499 0.1141
C 11.9578 5.9931 12.4945 -0.7247 -0.1114 0.4783
C 10.9408 6.6753 11.5546 -0.8890 -1.1188 0.8615
C 11.0138 6.0927 10.1687 -0.5699 0.8571 -1.2920
O 11.2650 8.0363 11.5670 0.4563 0.6702 -1.1339
H 11.5662 5.0405 12.9094 0.1953 0.5438 -0.2831
H 12.1273 6.6990 13.3281 0.2817 -0.7015 -0.6383
H 12.8959 5.7686 11.9694 -0.2472 0.2166 0.1231
H 9.8585 6.6286 11.9018 1.2177 -0.3137 0.0002
H 11.9980 6.2092 9.7330 0.4397 0.0394 0.0695
H 10.3301 6.6229 9.4679 0.2260 -0.3329 0.4815
H 10.7688 5.0370 10.1212 -0.1255 -0.1298 0.3359
C 14.4291 11.8752 12.1741 -0.4523 -0.8682 -1.1419
P 12.8876 11.6250 13.1641 0.8452 -0.6606 -0.0895
C 13.6065 11.2241 14.8288 -0.3250 0.5191 0.3017
C 12.1543 13.2932 13.1445 1.0477 0.2791 0.2913
C 12.1729 13.9666 11.9235 0.2198 -0.3832 -0.3065
C 11.6168 15.2302 11.8250 -0.3058 0.3514 -0.8759
C 11.0183 15.8782 12.8920 0.6945 -1.1768 1.1075
C 11.1250 15.2430 14.1458 0.2875 -0.2082 0.0687
C 11.7429 13.9897 14.2829 -0.5660 -0.2354 0.5246
H 14.2094 11.8372 11.0819 0.0467 0.1422 0.8062
H 15.2093 11.1206 12.3306 -0.3572 0.0154 0.2696
H 14.8363 12.8340 12.3873 0.3490 0.8514 0.3420
H 14.4435 11.9164 15.0842 -0.7655 -0.3732 -0.1073
H 14.0222 10.2048 14.7910 -0.2183 0.2972 -0.0510
H 12.8007 11.2547 15.6051 0.9740 0.0657 -0.4953
H 12.6809 13.5206 11.0445 -0.5970 0.3172 0.5414
H 11.6126 15.7117 10.8525 0.0995 0.0137 0.0505
H 10.5890 16.8570 12.7825 -0.1709 0.1431 0.0234
H 10.7852 15.6969 15.0702 -0.0888 0.2590 -0.2353
H 11.8697 13.5414 15.3032 -0.2588 0.4986 -1.0860
```
Positions in Å, forces in eV/Å.

[2]
The following is a DFT calculation (wB97M-V/def2-TZVPD) of a structure of composition C39H48BIN7O3PdS.

Calculated values
frontier orbital gap = 7.21 eV
relative energy (zero: lowest compared OMol25 entry of this formula, charge and spin) = 22.08 kcal/mol
strongest force on any atom = 0.6 eV/Å
total charge = -1
E_HOMO = -5.438 eV

The geometry in XYZ format:
```
101
Properties=species:S:1:pos:R:3:forces:R:3
Pd -0.4531 -0.4363 -1.1492 -0.0799 -0.3536 -0.1818
C 2.5967 -2.4041 0.5154 -0.0551 0.0227 0.0205
C 1.7211 -2.9232 -0.5593 0.0592 0.0312 0.0252
N 0.7831 -2.2598 -1.1945 -0.0413 -0.0209 0.1015
C 0.2521 -3.1255 -2.1335 -0.0022 -0.0758 0.0076
C 0.8820 -4.3221 -2.0553 -0.0395 0.0016 -0.0324
N 1.8133 -4.1809 -1.0517 0.0195 0.0330 0.0163
H 2.2662 -1.4019 0.7790 0.0071 -0.0035 0.0052
H 3.6255 -2.3404 0.1620 0.0259 -0.0079 0.0033
H 2.5625 -3.0390 1.4034 -0.0172 0.0202 -0.0083
H -0.5541 -2.8200 -2.7779 -0.0155 -0.0089 -0.0172
H 0.7522 -5.2396 -2.5987 -0.0032 -0.0123 -0.0144
H 2.4511 -4.8849 -0.7256 0.0061 0.0062 -0.0056
C -2.2200 4.6838 -2.5025 0.0519 -0.0056 0.0057
C -1.2349 4.3004 -1.3987 -0.0004 0.0388 0.0452
C -0.7292 5.5961 -0.7476 -0.0142 -0.0083 0.0134
C -1.8211 3.3866 -0.3363 0.0851 -0.0500 -0.0042
C -3.1546 3.5276 0.0247 0.0028 -0.0136 -0.0040
C -3.7064 2.7660 1.0392 -0.0087 -0.0129 0.0314
C -2.8999 1.9067 1.7586 -0.0324 -0.0083 -0.0183
C -1.5471 1.7523 1.4572 -0.0521 -0.0183 0.0077
C -0.7290 1.0292 2.5209 0.0662 0.0263 -0.0021
C 0.3706 0.0613 2.1072 0.0052 -0.1317 -0.0611
C -0.1417 2.0880 3.4642 0.0126 0.0012 -0.0197
C -1.0327 2.4414 0.3498 -0.0670 0.1447 0.0159
N 0.3032 2.1834 -0.0896 0.0108 -0.1375 -0.0123
B 0.8051 1.0298 -0.8278 0.0101 0.5692 0.0511
N 2.2266 1.3061 -0.9550 -0.0697 -0.1662 -0.1195
C 2.4826 2.5572 -0.3808 0.0141 0.0661 0.0747
C 1.3575 3.0571 0.1499 0.0275 0.0619 -0.0725
C 3.2899 0.4980 -1.4485 0.0289 -0.1176 -0.1655
C 3.2358 0.0172 -2.7718 0.0613 0.0067 0.1014
C 4.2720 -0.7889 -3.2323 -0.0524 -0.0287 0.0236
C 5.3518 -1.1061 -2.4298 0.0154 -0.0531 0.0069
C 5.4126 -0.6006 -1.1448 0.0272 0.0084 0.0262
C 4.3963 0.1960 -0.6269 -0.0393 0.0649 -0.0239
C 4.5760 0.7571 0.7774 0.0292 0.0247 0.0534
C 4.9722 -0.2779 1.8331 -0.0373 -0.0502 0.0005
C 5.6543 1.8498 0.7642 -0.0331 -0.0063 0.0300
C 2.1578 0.4389 -3.7495 0.0407 0.0894 0.0476
C 1.5783 -0.7248 -4.5452 -0.0008 -0.0130 0.0240
C 2.7188 1.5143 -4.6848 -0.0367 0.0059 -0.0089
H -1.6920 5.2376 -3.2810 0.0047 -0.0131 -0.0200
H -3.0085 5.3384 -2.1244 -0.0026 0.0000 -0.0011
H -2.6751 3.8070 -2.9534 -0.0444 -0.0775 -0.0367
H -0.3953 3.7773 -1.8591 0.0265 -0.0038 -0.0068
H -1.5724 6.1520 -0.3302 -0.0120 0.0109 0.0003
H -0.2389 6.2303 -1.4891 0.0071 0.0070 -0.0075
H -0.0275 5.4131 0.0624 0.0010 0.0211 -0.0003
H -3.7791 4.2300 -0.5105 -0.0043 0.0041 -0.0028
H -4.7546 2.8681 1.2900 -0.0163 -0.0082 -0.0005
H -3.3120 1.3573 2.5969 -0.0116 -0.0189 0.0146
H -1.4528 0.4408 3.0914 -0.0161 0.0235 0.0178
H 1.2286 0.5790 1.6767 0.0288 0.0036 0.0001
H 0.0064 -0.6765 1.3858 0.0171 0.0173 -0.0157
H 0.7128 -0.4828 2.9919 0.0056 -0.0038 -0.0041
H 0.5832 2.7045 2.9261 0.0058 -0.0059 0.0115
H 0.3716 1.6147 4.3038 -0.0004 -0.0064 0.0105
H -0.9197 2.7434 3.8563 -0.0104 0.0074 0.0084
H 3.4583 3.0027 -0.4145 0.0707 0.0296 0.0195
H 1.2232 3.9873 0.6725 0.0253 -0.0091 0.0135
H 4.2386 -1.1578 -4.2496 0.0014 -0.0002 0.0023
H 6.1487 -1.7353 -2.8064 0.0139 0.0123 -0.0131
H 6.2721 -0.8303 -0.5267 0.0016 0.0009 0.0249
H 3.6329 1.2013 1.0974 0.0451 -0.0281 0.0019
H 5.9475 -0.7200 1.6224 0.0098 -0.0195 -0.0174
H 4.2465 -1.0833 1.9243 0.0052 0.0193 0.0065
H 5.0439 0.2119 2.8058 0.0074 0.0029 0.0122
H 6.6262 1.4108 0.5274 0.0074 -0.0052 0.0028
H 5.7292 2.3287 1.7424 0.0011 0.0067 0.0058
H 5.4596 2.6184 0.0192 -0.0231 0.0429 -0.0478
H 1.3362 0.8835 -3.1934 0.0223 -0.0087 -0.0574
H 2.3373 -1.2263 -5.1514 -0.0266 0.0091 -0.0141
H 0.7993 -0.3566 -5.2119 -0.0386 0.0099 -0.0259
H 1.1232 -1.4585 -3.8805 0.0508 0.0057 -0.0293
H 3.5118 1.1086 -5.3185 0.0231 -0.0117 0.0015
H 3.1341 2.3499 -4.1191 -0.0024 0.0215 0.0113
H 1.9277 1.8977 -5.3320 -0.0069 0.0036 -0.0014
I -1.6042 0.9566 -3.0545 0.0287 0.0491 0.1515
O -3.7676 -5.7659 4.9751 -0.0184 0.0004 -0.0008
S -5.2133 -5.8825 4.9434 -0.0067 0.0024 -0.0038
O -5.8700 -5.6912 6.2195 0.0067 0.0006 -0.0187
O -5.7195 -6.9874 4.1444 -0.0007 0.0094 0.0075
C -5.7419 -4.4498 3.9399 0.0266 -0.1184 0.0865
N -6.9486 -3.9290 4.1597 -0.0769 0.0326 0.0268
C -7.2940 -2.9063 3.3922 0.0064 -0.0179 -0.0087
C -6.4700 -2.3844 2.4079 0.0436 -0.0007 -0.0177
C -5.2416 -3.0107 2.2465 -0.0922 -0.0062 0.1137
N -4.8899 -4.0384 3.0111 0.0678 0.0700 -0.0997
C -4.2242 -2.5772 1.2522 0.0496 0.0086 -0.0770
C -2.9686 -3.1806 1.2610 -0.0093 0.0180 -0.0093
C -2.0160 -2.7513 0.3607 -0.0144 -0.0243 0.0161
N -2.2278 -1.7774 -0.5322 -0.0758 0.0152 0.0021
C -3.4372 -1.2121 -0.5523 -0.0024 0.0076 -0.0102
C -4.4540 -1.5813 0.3103 0.0251 -0.0190 0.0371
H -8.2753 -2.4778 3.5726 -0.0067 0.0051 0.0005
H -6.7793 -1.5341 1.8180 -0.0035 0.0010 -0.0106
H -2.7632 -3.9645 1.9769 0.0047 -0.0025 0.0064
H -1.0265 -3.1944 0.3570 -0.0177 0.0110 -0.0101
H -3.5758 -0.4217 -1.2805 -0.0024 -0.0024 -0.0018
H -5.4059 -1.0742 0.2417 -0.0066 0.0025 -0.0102
```
Positions in Å, forces in eV/Å.